a | Density functional theory data (ωB97M-V/def2-TZVPD) for an isolated ion of composition C6H11N and charge -1.

multiplicity = 2
total charge = -1
frontier orbital gap (spin up / spin down) = 3.43 / 6.49 eV

```
18
Properties=species:S:1:pos:R:3:mulliken_spin:R:1
C -2.173 -0.492 0.513 0.06
C -0.694 -0.392 0.883 -0.07
C 0.234 -0.568 -0.295 0.21
C 1.438 0.100 -0.350 0.16
C 2.313 0.266 -1.487 0.10
C 3.075 1.380 -1.705 0.46
N -3.116 -0.592 1.614 0.00
H -2.257 -1.259 -0.260 0.00
H -2.357 0.459 0.021 -0.01
H -0.312 -1.187 1.561 0.03
H -0.468 0.549 1.394 0.03
H 0.034 -1.382 -0.993 0.02
H 1.703 0.851 0.403 0.01
H 2.468 -0.681 -2.019 -0.02
H 3.055 2.190 -0.979 -0.01
H 3.333 1.664 -2.725 0.02
H -3.488 0.244 2.036 0.00
H -2.788 -1.152 2.389 0.00
```



b | Density functional theory data (ωB97M-V/def2-TZVPD) for an isolated ion of composition C6H11N and charge -1.

multiplicity = 2
total charge = -1
frontier orbital gap (spin up / spin down) = 3.34 / 6.83 eV

```
18
Properties=species:S:1:pos:R:3:mulliken_spin:R:1
C -0.387 1.790 -0.193 0.02
C 0.954 1.798 -0.074 0.43
N 1.792 2.316 0.916 -0.01
C -1.193 0.691 -0.943 -0.03
C -0.624 -0.687 -0.962 0.24
C -0.715 -1.500 0.167 0.70
C 0.199 -2.622 0.530 -0.01
H -1.119 2.553 0.084 -0.10
H 1.247 0.882 -0.584 -0.15
H 2.503 1.639 1.149 -0.07
H 1.373 2.647 1.768 0.01
H -1.297 1.066 -1.954 0.02
H -2.175 0.662 -0.425 0.02
H -0.300 -1.152 -1.909 0.05
H -1.584 -1.232 0.784 -0.01
H -0.235 -3.407 1.144 -0.10
H 0.392 -3.184 -0.413 0.05
H 1.169 -2.260 0.916 -0.07
```



a wins, 23.4 kcal/mol ahead of the next structure.



a | Density functional theory data (ωB97M-V/def2-TZVPD) for an isolated molecule of FH3OSi.

structure (SMILES) = O[SiH2]F
frontier orbital gap = 12.20 eV

```
6
Properties=species:S:1:pos:R:3:nbo_charge:R:1
O 0.664 0.909 -0.171 -1.13
F 0.684 -1.568 -0.269 -0.66
Si -0.284 -0.336 0.238 1.73
H 0.406 1.766 -0.655 0.52
H -0.201 -0.639 1.622 -0.22
H -1.269 -0.131 -0.766 -0.24
```



b | Density functional theory data (ωB97M-V/def2-TZVPD) for a 2-piece molecular cluster, FH3OSi overall.

frontier orbital gap (spin up / spin down) = 8.62 / 6.32 eV

```
6
Properties=species:S:1:pos:R:3:nbo_charge:R:1
O 2.009 -0.204 -0.577 -0.21
F 1.528 -0.764 -1.755 -0.20
Si -0.772 0.100 0.526 0.85
H -1.072 1.581 0.242 -0.16
H -1.688 -0.686 -0.192 -0.15
H -0.004 -0.026 1.756 -0.12
```



a wins, 219.9 kcal/mol ahead of the next structure.